No. 1
C9H14BiN2P | ωB97M-V/def2-TZVPD

XYZ file:
```
27
C9H14BiN2P | the Open Molecules 2025 dataset | ωB97M-V/def2-TZVPD
C -0.25 -0.72 -1.86
C 0.14 -0.32 -3.14
C 0.65 0.95 -3.33
C 0.94 1.84 -2.27
C 1.04 1.50 -0.94
Bi 1.70 -0.52 -1.08
P 1.24 -3.22 0.44
H -0.97 -1.50 -1.60
H -0.04 -0.94 -4.03
H 0.70 1.35 -4.35
H 1.20 2.12 -0.03
H 0.98 2.89 -2.59
H 2.39 -3.69 1.17
H 1.12 -4.37 -0.42
H 0.25 -3.62 1.41
C 0.70 1.38 2.55
C -0.43 0.67 1.93
N -0.47 -0.08 0.83
C -1.82 -0.28 0.56
C -2.59 0.21 1.57
N -1.70 0.82 2.44
H 0.46 2.45 2.65
H 0.92 0.97 3.55
H 1.60 1.28 1.93
H -2.15 -0.70 -0.36
H -3.66 0.17 1.68
H -1.94 1.36 3.26
```

HOMO-LUMO gap (spin up / spin down) (eV): 5.5 / 5.5
HOMO (spin up / spin down) (eV): -5.66 / -5.67


No. 2
C9H14BrF3N2O2 | ωB97M-V/def2-TZVPD

XYZ file:
```
31
C9H14BrF3N2O2 | the Open Molecules 2025 dataset | ωB97M-V/def2-TZVPD
C -0.35 -1.09 2.84
C -1.08 -1.14 1.52
Br -2.36 -2.61 1.38
C -1.83 0.19 1.26
C -1.63 0.63 -0.15
C -0.50 1.11 -0.73
N -0.78 1.33 -2.06
C 0.20 1.82 -3.04
O 1.47 1.35 -2.74
C 1.79 0.09 -3.20
F 2.74 -0.41 -2.42
F 0.72 -0.73 -3.19
F 2.23 0.16 -4.46
C -2.04 1.00 -2.30
N -2.56 0.59 -1.16
H -0.97 -0.66 3.63
H -0.06 -2.09 3.19
H 0.58 -0.53 2.74
H -0.34 -1.27 0.73
H -2.88 0.09 1.49
H -1.37 0.95 1.89
H 0.47 1.29 -0.28
H 0.24 2.91 -2.96
H -0.14 1.56 -4.05
H -2.53 1.05 -3.26
H -3.51 0.26 -1.05
C 2.89 -1.17 3.31
O 2.07 -1.37 4.34
H 3.57 -2.03 3.05
H 2.37 -0.97 2.29
H 3.59 -0.30 3.39
```

HOMO-LUMO gap (eV): 3.5
HOMO (eV): -4.61


No. 3
C9H14BrN2O2 | ωB97M-V/def2-TZVPD

XYZ file:
```
28
C9H14BrN2O2 | the Open Molecules 2025 dataset | ωB97M-V/def2-TZVPD
N 1.51 -1.07 2.05
C 2.17 -1.53 0.76
O 3.01 -2.59 0.84
C 1.96 -0.78 -0.72
C 1.27 0.71 -0.56
C -0.29 0.79 -1.06
C -0.58 2.44 -0.92
N -1.06 2.60 0.53
C -1.58 1.47 1.15
C -1.51 0.33 -0.06
C -1.72 -1.25 0.32
C -1.11 -2.32 -0.76
O -0.34 -3.32 -0.25
Br -1.41 -2.33 -2.74
H 0.65 -1.62 2.28
H 2.21 -1.17 2.84
H 1.44 -1.48 -1.51
H 3.07 -0.61 -1.12
H 1.97 1.45 -1.18
H 1.34 1.10 0.56
H -0.47 0.64 -2.21
H -1.25 2.94 -1.75
H 0.46 3.00 -0.91
H -1.01 3.51 1.09
H -1.98 1.30 2.23
H -2.47 0.61 -0.69
H -1.36 -1.41 1.43
H -2.90 -1.43 0.34
```

Charge: +1
HOMO-LUMO gap (eV): 7.1
HOMO (eV): -12.40
SMILES string: NC(=O)CC[C@@H]1C[NH+]=C[C@@H]1CC(=O)Br


No. 4
C9H14Cl3CuO4 | ωB97M-V/def2-TZVPD

XYZ file:
```
31
C9H14Cl3CuO4 | the Open Molecules 2025 dataset | ωB97M-V/def2-TZVPD
Cu 0.64 -3.22 -0.78
Cl 1.15 -0.82 0.07
O 1.83 3.63 -2.08
C 1.51 2.65 -2.75
O 0.37 2.53 -3.44
C 0.44 1.26 -4.19
C 1.34 0.37 -3.30
C 2.29 1.35 -2.72
H 0.96 1.23 -5.15
H -0.54 0.82 -4.31
H 1.78 -0.31 -4.04
H 0.67 -0.04 -2.54
H 3.05 1.59 -3.46
H 2.73 1.10 -1.75
O 0.18 -3.30 2.59
C -0.16 -2.19 3.03
O -1.35 -1.79 3.00
C -1.48 -0.46 3.53
C -0.28 -0.20 4.38
C 0.70 -1.18 3.71
H -2.39 -0.31 4.11
H -1.62 0.03 2.57
H -0.42 -0.40 5.44
H -0.03 0.86 4.31
H 1.23 -1.68 4.52
H 1.30 -0.60 3.01
C -2.67 -0.35 -0.77
Cl -3.66 0.78 0.35
Cl -2.58 0.47 -2.24
H -1.70 -0.56 -0.31
H -3.28 -1.25 -0.78
```

⟨S²⟩: 2.010
Charge: +2
2S+1: 3
HOMO-LUMO gap (spin up / spin down) (eV): 6.7 / 3.0
HOMO (spin up / spin down) (eV): -15.59 / -15.57


Please write out number 3 again, unchanged.
C9H14BrN2O2 | ωB97M-V/def2-TZVPD

XYZ file:
```
28
C9H14BrN2O2 | the Open Molecules 2025 dataset | ωB97M-V/def2-TZVPD
N 1.51 -1.07 2.05
C 2.17 -1.53 0.76
O 3.01 -2.59 0.84
C 1.96 -0.78 -0.72
C 1.27 0.71 -0.56
C -0.29 0.79 -1.06
C -0.58 2.44 -0.92
N -1.06 2.60 0.53
C -1.58 1.47 1.15
C -1.51 0.33 -0.06
C -1.72 -1.25 0.32
C -1.11 -2.32 -0.76
O -0.34 -3.32 -0.25
Br -1.41 -2.33 -2.74
H 0.65 -1.62 2.28
H 2.21 -1.17 2.84
H 1.44 -1.48 -1.51
H 3.07 -0.61 -1.12
H 1.97 1.45 -1.18
H 1.34 1.10 0.56
H -0.47 0.64 -2.21
H -1.25 2.94 -1.75
H 0.46 3.00 -0.91
H -1.01 3.51 1.09
H -1.98 1.30 2.23
H -2.47 0.61 -0.69
H -1.36 -1.41 1.43
H -2.90 -1.43 0.34
```

Charge: +1
HOMO-LUMO gap (eV): 7.1
HOMO (eV): -12.40
SMILES string: NC(=O)CC[C@@H]1C[NH+]=C[C@@H]1CC(=O)Br